No. 1
{"formula": "C4H7NO2S", "method": "the ωB97M-V functional and the def2-TZVPD basis", "e_above_lowest_ev": 5.683, "total_energy_ev": -20677.054, "spin_multiplicity": 1, "lumo_ev": 0.39, "symbols": ["O", "C", "C", "S", "C", "N", "O", "C", "H", "H", "H", "H", "H", "H", "H"], "xyz": [[0.686, -0.684, 1.449], [-0.054, -0.090, 0.333], [0.966, -0.168, -0.846], [2.503, 0.698, -0.148], [-0.572, 1.298, 0.583], [-1.894, 1.384, 0.357], [-2.435, 0.212, -0.378], [-1.246, -0.637, -0.384], [-0.128, -0.940, 2.117], [1.246, -1.113, -1.501], [0.730, 0.553, -1.605], [2.538, -0.367, 0.821], [0.025, 2.204, 0.784], [-0.878, -0.776, -1.459], [-1.487, -1.575, -0.122]], "mulliken_charge": [-0.587, 1.347, -1.253, -0.268, -0.408, -0.312, -0.226, -0.857, 0.424, 0.319, 0.520, 0.183, 0.406, 0.277, 0.435]}



No. 2
{"formula": "C4H8O3", "method": "the ωB97M-V functional and the def2-TZVPD basis", "e_above_lowest_ev": 9.101, "total_energy_ev": -10411.902, "spin_multiplicity": 1, "lumo_ev": [-0.99, -0.99], "symbols": ["C", "C", "C", "C", "O", "O", "O", "H", "H", "H", "H", "H", "H", "H", "H"], "xyz": [[0.500, -0.030, 0.228], [-0.212, -1.005, 1.130], [-0.373, 1.487, -0.149], [-1.683, 1.819, -0.035], [1.746, -1.045, -0.830], [-0.041, 0.308, -0.987], [1.717, -2.279, -1.479], [2.073, -2.062, -2.359], [1.425, 0.409, 0.619], [0.400, 2.239, -0.046], [0.381, -1.915, 1.194], [-1.194, -1.272, 0.743], [-0.300, -0.595, 2.136], [-1.982, 2.853, 0.042], [-2.456, 1.088, -0.207]], "mulliken_charge": [0.675, -1.324, -0.023, -0.695, -0.491, -0.229, -0.378, 0.302, 0.211, 0.364, 0.369, 0.355, 0.333, 0.270, 0.262]}



No. 3
{"formula": "C24H35N3O2", "method": "the ωB97M-V functional and the def2-TZVPD basis", "e_above_lowest_ev": 25.228, "total_energy_ev": -33997.494, "spin_multiplicity": 1, "lumo_ev": 0.13, "symbols": ["O", "C", "N", "C", "H", "C", "O", "C", "H", "C", "H", "H", "H", "H", "H", "H", "C", "H", "C", "H", "C", "N", "C", "C", "H", "H", "H", "H", "C", "C", "C", "N", "C", "C", "H", "H", "H", "H", "C", "C", "C", "C", "C", "C", "C", "C", "C", "H", "H", "H", "H", "H", "H", "H", "H", "H", "H", "H", "H", "H", "H", "H", "H", "H"], "xyz": [[-3.391, -1.471, 1.040], [-4.081, -0.728, 0.417], [-5.096, -1.126, -0.355], [-6.346, -0.555, -0.897], [-6.292, 0.377, -0.905], [-7.726, -1.109, -0.111], [-7.907, -2.541, -0.123], [-6.723, -3.071, 0.126], [-6.940, -4.130, -0.002], [-5.370, -2.703, -0.453], [-4.603, -2.929, 0.042], [-5.556, -2.826, -1.608], [-6.601, -3.070, 1.214], [-8.540, -0.489, -0.575], [-7.633, -0.759, 0.775], [-6.548, -0.791, -1.813], [-4.093, 0.637, 0.569], [-5.155, 1.143, 0.852], [-3.050, 1.334, 1.556], [-3.412, 0.734, 2.657], [-1.744, 0.960, 1.150], [-1.506, 1.738, 0.149], [-2.194, 1.186, -1.013], [-3.722, 1.449, -0.643], [-4.261, 1.198, -1.891], [-3.682, 2.507, -0.777], [-2.058, -0.208, -1.142], [-1.846, 1.674, -2.053], [-0.054, 1.734, -0.212], [0.888, 0.439, -0.198], [2.299, 0.887, -0.742], [2.847, 1.743, 0.061], [2.176, 3.057, 0.136], [0.685, 2.675, 0.554], [0.124, 3.678, 0.546], [0.768, 2.651, 1.644], [2.663, 3.748, 0.599], [2.146, 3.449, -0.646], [4.277, 1.987, -0.067], [4.942, 0.835, 0.366], [6.079, 0.086, -0.336], [6.658, -0.945, 0.044], [6.450, -1.889, 0.930], [7.289, -3.094, 1.169], [8.289, -3.198, 0.228], [8.807, -2.515, -0.807], [7.942, -1.454, -0.997], [8.199, -0.865, -1.857], [9.498, -2.592, -1.562], [8.880, -4.059, 0.543], [7.156, -3.534, 1.947], [5.750, -1.584, 1.512], [6.420, 0.699, -1.543], [4.857, 0.202, 1.327], [4.767, 2.696, 0.669], [4.529, 2.320, -0.926], [2.869, -0.195, -0.700], [2.218, 1.126, -1.690], [0.889, 0.186, 0.770], [0.574, -0.291, -0.638], [0.129, 2.084, -1.439], [-1.006, 1.349, 2.121], [-1.494, -0.114, 1.102], [-3.435, 2.265, 1.903]], "mulliken_charge": [-0.646, 0.212, -0.071, -1.520, 1.039, -0.929, -0.342, -0.620, 0.392, -1.102, 0.805, 0.240, 0.376, 0.394, 0.607, 0.575, 0.739, 0.343, -1.356, 0.335, -0.310, 0.309, -0.223, -0.793, 0.218, 0.334, 0.144, 0.258, 0.466, -2.119, -0.732, 0.224, -2.410, -1.220, 0.290, 0.333, 1.053, 1.070, -1.084, -0.416, -0.075, 0.924, -0.252, -1.296, -0.030, -0.686, -0.507, 0.245, 0.450, 0.253, 0.662, 0.590, -0.062, 0.134, 0.338, 0.640, 0.329, 0.522, 0.613, 1.217, 0.171, 0.277, 0.283, 0.399]}